No. 1
Density functional theory data (ωB97M-V/def2-TZVPD) for a molecular structure, C34H46CrF5GeNO3SSbTe.

XYZ file:
```
94
C34H46CrF5GeNO3SSbTe, DFT ωB97M-V/def2-TZVPD
Cr -11.05347 -9.97291 12.31612
F -11.50507 -7.15925 9.13027
Te -10.17688 -8.36132 9.59959
F -8.84283 -7.07622 10.28324
F -9.49171 -10.76752 11.44392
F -11.93980 -11.12654 11.05859
F -9.41297 -7.66165 7.85620
O -10.91541 -8.38553 11.25505
S -14.18222 -6.33562 13.97167
C -13.47493 -8.65329 13.54983
N -13.06246 -9.63850 12.98444
C -8.25509 -13.15727 9.36290
C -9.77815 -13.32916 9.17297
C -9.85734 -14.76351 8.63864
C -10.35214 -12.26547 8.23824
Sb -10.65445 -13.18824 11.12611
C -12.66027 -14.04548 10.87273
C -12.52648 -15.58819 10.93619
C -13.34616 -13.65002 9.57511
C -13.52376 -13.52439 11.99446
C -9.52553 -14.68354 12.51854
C -10.60862 -14.89830 13.56001
C -9.00156 -15.91475 11.81176
C -8.37726 -13.89146 13.04819
H -7.82128 -13.29219 8.36831
H -7.76839 -13.88446 9.98367
H -7.98945 -12.11721 9.55471
H -9.32953 -14.83208 7.70850
H -10.89433 -15.03823 8.34767
H -9.36163 -15.49649 9.31785
H -9.80050 -12.15424 7.31151
H -10.27702 -11.29677 8.77323
H -11.33385 -12.51028 7.89842
H -12.47344 -16.03484 9.94342
H -13.48564 -15.95855 11.37190
H -11.71361 -15.99131 11.53389
H -12.71163 -13.88072 8.76779
H -13.52989 -12.58315 9.57496
H -14.28928 -14.22526 9.57045
H -13.12730 -13.80516 12.97997
H -14.46846 -14.06308 11.88937
H -13.67645 -12.42334 11.93244
H -11.53620 -15.36627 13.19256
H -10.82859 -13.88979 13.91803
H -10.17175 -15.45299 14.37848
H -9.71237 -16.36241 11.14063
H -8.70055 -16.61940 12.54736
H -8.10554 -15.67155 11.21524
H -8.81994 -12.95674 13.52750
H -7.65567 -13.58378 12.29076
H -7.93148 -14.39168 13.92883
O -9.90436 -9.45065 13.98493
C -10.11692 -10.56876 14.46917
O -10.72021 -11.43955 13.85149
C -9.56944 -10.85125 15.88191
C -9.60292 -9.55215 16.70116
Ge -11.35918 -9.15418 17.45862
C -12.23590 -10.82210 17.74858
C -12.57096 -11.34504 19.00867
C -13.44419 -12.44374 19.09453
C -13.93118 -13.06058 17.95478
C -13.63831 -12.53991 16.66578
C -12.81057 -11.44424 16.62892
C -11.05508 -8.19258 19.10078
C -11.70446 -6.98359 19.38612
C -11.52104 -6.35410 20.59001
C -10.67219 -6.91329 21.54669
C -10.02180 -8.08967 21.25669
C -10.19458 -8.77593 20.05331
C -12.51007 -8.24450 16.24303
C -13.95436 -8.56310 16.41450
C -14.94688 -8.52946 15.54736
C -14.79962 -8.13413 14.10596
C -12.64475 -7.33787 13.89875
C -11.92870 -7.70082 15.20312
H -8.56196 -11.21362 15.72237
H -10.11578 -11.63965 16.33526
H -9.20632 -8.70055 16.10090
H -8.85234 -9.66036 17.52001
H -12.22520 -10.88145 19.90483
H -13.90219 -12.77333 20.09247
H -14.69806 -13.85968 18.04513
H -14.05104 -12.95791 15.73029
H -12.62744 -11.08369 15.60541
H -12.43616 -6.55432 18.68358
H -12.04372 -5.47519 20.89915
H -10.51850 -6.37594 22.50272
H -9.28438 -8.44634 22.01561
H -9.76489 -9.70934 19.78395
H -14.16280 -9.08797 17.33829
H -15.91130 -8.86578 16.01004
H -15.74514 -8.18627 13.43736
H -11.94003 -7.04410 13.03255
H -10.90705 -7.47667 15.22187
```

Summary:
Kohn-Sham gap (alpha / beta)	6.9 / 5.8	eV
total energy	-166829.3442	eV
E_LUMO (alpha / beta)	2.196 / 1.070	eV
multiplicity	5
ΔE to the lowest compared entry with this formula, charge and spin	326.58	kJ/mol
expectation value of S²	6.037
total charge	-1

---

No. 2
Density functional theory data (ωB97M-V/def2-TZVPD) for a molecular structure, C34H47As2N5O2RuS.

XYZ file:
```
92
C34H47As2N5O2RuS, DFT ωB97M-V/def2-TZVPD
Ru -0.18428 0.59195 0.37032
C -0.17445 6.02109 -1.13814
As -0.62135 4.09294 -1.13449
C -2.12431 4.24591 -2.37732
C 0.83948 3.58834 -2.36299
C 0.85276 4.02183 -3.68488
C 1.89840 3.70122 -4.53966
C 2.96246 2.94892 -4.06968
C 2.96286 2.51129 -2.75271
C 1.91023 2.81828 -1.89401
As 1.80400 1.93182 -0.15246
C 1.94992 3.41026 1.11731
C 3.63280 1.30120 0.07735
H -0.07857 6.40166 -2.15600
H 0.76697 6.17363 -0.61020
H -0.95954 6.57067 -0.61763
H -1.90251 4.88425 -3.23217
H -2.94888 4.68767 -1.81537
H -2.42022 3.25701 -2.71154
H 0.02986 4.61333 -4.06709
H 1.87755 4.03753 -5.56918
H 3.78482 2.69077 -4.72522
H 3.78878 1.90297 -2.40593
H 2.68646 4.13025 0.75699
H 2.28223 2.97979 2.06340
H 0.98461 3.89011 1.26028
H 4.32837 2.12849 -0.06979
H 3.86592 0.49213 -0.61276
H 3.70705 0.91912 1.09708
N -3.51071 -3.66234 6.41542
C -2.83274 -3.48992 5.19785
C -2.52164 -4.58803 4.40231
C -1.82186 -4.41539 3.21612
C -1.42974 -3.14865 2.83184
C -1.73126 -2.04218 3.61301
C -2.42890 -2.21653 4.79272
S -0.54362 -2.92455 1.30218
O 0.90302 -2.74918 2.03617
O -0.54532 -4.26066 0.67376
N -1.80799 0.27601 1.24060
C -3.07370 -0.05005 0.98044
N -3.37223 -1.37445 0.84821
C -4.62538 -1.67942 0.57243
C -5.62796 -0.73242 0.41520
C -5.23209 0.58629 0.60325
N -3.99638 0.95098 0.89110
H -4.09560 -4.48292 6.44299
H -4.01684 -2.84485 6.71836
H -2.83360 -5.57968 4.71211
H -1.58623 -5.25255 2.57234
H -1.44045 -1.05462 3.27698
H -2.67728 -1.35676 5.40534
H -4.84298 -2.74026 0.46836
H -6.64652 -1.00145 0.17761
H -5.95827 1.39265 0.51989
C -1.71957 -1.25906 -2.27203
C -1.08200 0.08878 -2.65718
C 0.36007 -0.15565 -3.11121
C -1.86239 0.67261 -3.84281
C -1.14942 1.00410 -1.45487
H -1.65286 -1.97196 -3.10152
H -2.77221 -1.12812 -2.01139
H -1.22741 -1.69662 -1.39989
H 0.39924 -0.90358 -3.90984
H 0.97033 -0.52137 -2.28124
H 0.81434 0.76534 -3.48136
H -1.93239 -0.04718 -4.66503
H -1.37063 1.57099 -4.22502
H -2.87768 0.93797 -3.53836
H -2.15065 1.43884 -1.33989
C 4.20940 -2.42402 -0.74090
N 2.91692 -2.95486 -0.37671
C 2.38748 -3.83971 -1.39646
C 1.97203 -1.91067 -0.00519
C 1.80704 -1.67046 1.50716
C 3.05765 -1.94368 2.28355
C 3.34620 -1.25313 3.41103
C 2.52702 -0.17264 3.82425
C 1.48115 0.26254 2.99556
C 1.15403 -0.33081 1.79505
H 4.88926 -3.24161 -0.98982
H 4.63989 -1.86861 0.09602
H 4.15758 -1.74544 -1.61370
H 3.09683 -4.64875 -1.58332
H 2.19855 -3.32350 -2.35434
H 1.45024 -4.27532 -1.05032
H 0.99766 -2.19433 -0.41189
H 2.21909 -0.95055 -0.48188
H 3.64377 -2.79588 1.96806
H 4.21124 -1.52769 4.00476
H 2.74766 0.35400 4.74459
H 0.93739 1.15659 3.29605
```

Summary:
Kohn-Sham gap (alpha / beta)	6.0 / 6.6	eV
total energy	-182654.9912	eV
E_LUMO (alpha / beta)	2.633 / 2.087	eV
multiplicity	6
ΔE to the lowest compared entry with this formula, charge and spin	183.73	kJ/mol
expectation value of S²	8.808
total charge	-1

---

No. 3
Density functional theory data (ωB97M-V/def2-TZVPD) for a molecular structure, C34H47BaN9P2.

XYZ file:
```
93
C34H47BaN9P2, DFT ωB97M-V/def2-TZVPD
Ba -0.17042 -0.82971 0.03837
C -1.97991 -3.19317 -4.41297
N -1.92503 -3.34177 -2.97099
C -1.60065 -4.48582 -2.31183
C -1.58241 -4.17527 -0.97685
N -1.86645 -2.85574 -0.81227
C -2.05395 -2.35818 -2.03385
P -2.81716 -0.77814 -2.47206
C -3.49118 -0.20699 -0.88187
N -2.86285 0.16786 0.21999
C -3.83079 0.53564 1.10620
C -5.06268 0.37735 0.53917
N -4.84142 -0.09121 -0.72300
C -5.87744 -0.41999 -1.69024
C -1.54159 0.48287 -2.83821
N -0.57239 0.99820 -2.09226
C -0.01500 2.00663 -2.81894
C -0.64399 2.10426 -4.02629
N -1.61252 1.14351 -4.03461
C -2.46551 0.85258 -5.17747
H -2.24012 -4.15237 -4.85358
H -1.00737 -2.88783 -4.79531
H -2.74581 -2.46209 -4.67306
H -1.34334 -5.39038 -2.83639
H -1.33810 -4.82062 -0.14945
H -3.59312 0.88544 2.09702
H -6.05563 0.54903 0.91627
H -6.84307 -0.31545 -1.20319
H -5.76534 -1.44550 -2.03457
H -5.83422 0.25232 -2.54513
H 0.81572 2.57649 -2.43817
H -0.48606 2.75856 -4.86603
H -2.45450 1.71483 -5.83896
H -3.48476 0.66451 -4.85273
H -2.09720 -0.01706 -5.72060
N 3.99481 -0.33883 0.81884
C 3.91593 0.58621 1.93524
C 2.91185 1.69957 1.67721
N 1.49658 1.28105 1.75965
C 1.06866 1.20560 3.15706
C -0.37550 0.78139 3.33074
N -0.59650 -0.57001 2.81506
H 3.23505 -1.03106 0.87587
H 4.84737 -0.88338 0.88379
H 4.88830 1.07039 2.06677
H 3.69041 0.09397 2.89274
H 3.08150 2.08603 0.67200
H 3.09531 2.51439 2.39451
H 0.96034 2.02228 1.31442
H 1.21428 2.16656 3.67190
H 1.70827 0.47948 3.66402
H -1.03155 1.47493 2.79020
H -0.62324 0.87387 4.39395
H -1.46317 -0.96451 3.15973
H 0.15777 -1.20009 3.08184
C 3.54149 2.25538 -3.87815
P 3.45545 1.52607 -2.18497
C 5.22302 1.66551 -1.71563
C 3.36452 -0.24672 -2.63187
H 4.34582 1.80804 -4.46707
H 3.70917 3.33205 -3.81646
H 2.59780 2.08786 -4.40118
H 5.87622 1.25887 -2.49133
H 5.36733 1.10522 -0.79281
H 5.48402 2.71087 -1.54293
H 4.15629 -0.53736 -3.32668
H 2.40063 -0.45523 -3.10248
H 3.44737 -0.84603 -1.72543
C 1.68495 -2.50426 0.89587
C 1.57557 -3.53394 0.21456
C 1.41429 -4.71046 -0.57439
C 1.03847 -5.91930 0.14728
C 0.23610 -6.95571 -0.37775
C -0.15513 -8.04543 0.38798
C 0.22212 -8.16153 1.71687
C 0.98662 -7.13768 2.26973
C 1.37500 -6.04818 1.51457
C 1.46525 -4.55011 -1.98864
C 1.48097 -5.60822 -2.94420
C 1.45892 -5.37694 -4.30676
C 1.45203 -4.08776 -4.83901
C 1.52832 -3.03075 -3.93322
C 1.53247 -3.24604 -2.56983
H -0.12678 -6.89786 -1.39333
H -0.77532 -8.81018 -0.06713
H -0.07822 -9.01636 2.30924
H 1.28804 -7.19210 3.31012
H 1.95929 -5.25859 1.96958
H 1.56923 -6.62861 -2.60508
H 1.48050 -6.23086 -4.97618
H 1.45956 -3.91938 -5.90833
H 1.60727 -2.01110 -4.30397
H 1.65213 -2.40333 -1.89794
```

Summary:
Kohn-Sham gap	4.0	eV
total energy	-68701.7098	eV
E_LUMO	-0.149	eV
ΔE to the lowest compared entry with this formula, charge and spin	7.06	kJ/mol

---

No. 4
Density functional theory data (ωB97M-V/def2-TZVPD) for 9 unconnected molecules or ions with the total composition C34H47Cl2F3O5.

XYZ file:
```
91
C34H47Cl2F3O5, DFT ωB97M-V/def2-TZVPD
F 1.75122 -0.52451 5.46729
C 0.64002 -1.14692 5.11970
C 0.55536 -1.68232 3.84295
C -0.59202 -2.38628 3.50617
C -1.58558 -2.57880 4.44679
C -1.46306 -1.98239 5.70073
C -0.34718 -1.26911 6.03618
H 1.36265 -1.50525 3.13783
H -0.67940 -2.76420 2.48984
H -2.46262 -3.17541 4.22020
H -2.26293 -2.06359 6.42257
H -0.27869 -0.82781 7.02469
F 2.41757 -1.94107 -3.67984
C 2.53127 -3.25697 -3.47950
C 3.76553 -3.77993 -3.27791
C 3.89586 -5.13668 -3.06651
C 2.77688 -5.95017 -3.02890
C 1.51739 -5.38921 -3.20004
C 1.39744 -4.01989 -3.46111
H 4.62491 -3.11326 -3.34066
H 4.88706 -5.54453 -2.94902
H 2.88024 -7.00066 -2.75053
H 0.62704 -5.99926 -3.17935
H 0.41100 -3.57213 -3.59594
F 1.86459 6.73448 -0.90120
C 0.65204 6.40334 -0.42222
C 0.48538 5.14629 0.12786
C -0.73116 4.80921 0.63908
C -1.75621 5.74936 0.63968
C -1.56250 7.01408 0.07387
C -0.34948 7.34883 -0.45580
H 1.32983 4.45865 0.11890
H -0.89143 3.81857 1.03464
H -2.73832 5.48049 1.02829
H -2.34411 7.75952 0.13454
H -0.13449 8.32385 -0.88361
C -3.56282 -2.74566 -1.91605
C -4.38613 -3.41738 -2.95135
C -5.88007 -3.46660 -2.71448
O -3.87894 -3.96149 -3.87119
H -3.53985 -3.37050 -1.01174
H -4.01854 -1.80491 -1.58966
H -2.56144 -2.54934 -2.26496
H -6.20994 -2.70839 -1.99714
H -6.11644 -4.44243 -2.27086
H -6.43655 -3.37780 -3.63905
C 0.16639 -1.59733 -0.29667
C -0.57114 -0.36332 -0.53091
C 0.08587 0.90757 -0.15400
O -1.64721 -0.36581 -0.98521
H -0.50108 -2.46337 -0.38393
H 0.69848 -1.60844 0.64678
H 0.85902 -1.73495 -1.13825
H 1.10182 0.92842 -0.56173
H 0.19193 1.01496 0.92943
H -0.47983 1.73629 -0.55981
C 2.47254 3.75901 -3.82036
C 2.45130 2.29438 -3.49736
C 3.25424 1.39392 -4.41282
O 1.83483 1.85515 -2.55713
H 1.92812 4.33271 -3.08195
H 1.99152 3.88341 -4.79943
H 3.49876 4.10686 -3.90285
H 4.27038 1.76578 -4.49386
H 2.78491 1.38632 -5.40465
H 3.21066 0.38449 -4.03523
C 1.17473 3.79868 3.67571
C 2.24970 3.15784 2.82224
C 3.66423 3.25320 3.34598
O 2.00169 2.64141 1.77874
H 1.52491 4.77858 4.01830
H 0.97775 3.19951 4.55718
H 0.27040 3.91438 3.09907
H 4.35054 2.69541 2.73114
H 3.69561 2.86354 4.37481
H 3.94648 4.30895 3.42008
C -3.46989 -1.34778 1.42264
C -4.91300 -1.76081 1.47321
C -5.29161 -2.80538 2.47036
O -5.74225 -1.31011 0.74340
H -3.34660 -0.38617 0.94939
H -2.97103 -2.11884 0.82112
H -3.02174 -1.35110 2.41452
H -5.51726 -2.27121 3.41174
H -4.49123 -3.50316 2.70657
H -6.19467 -3.31420 2.15378
Cl 5.23881 -0.27060 -2.07556
C 3.86962 -0.03166 -0.95265
Cl 3.80716 -1.24686 0.33623
H 4.02933 0.90809 -0.45118
H 2.95342 -0.00956 -1.52005
```

Summary:
Kohn-Sham gap	9.6	eV
total energy	-79454.6789	eV
E_LUMO	0.487	eV
SMILES	Fc1ccccc1.Fc1ccccc1.Fc1ccccc1.CC(C)=O.CC(C)=O.CC(C)=O.CC(C)=O.CC(C)=O.ClCCl